10
Properties=species:S:1:pos:R:3 method="wB97M-V/def2-TZVPD" homo_ev=-3.666 total_charge=-1 de_lowest_ev=0.740 smiles="NPC([O-])=C=C=O" orbital_gap_ha=0.2900 mol_weight_g_mol=116.0 lumo_energy_ha=0.1552 largest_force_ha_per_bohr=0.10289
N -2.25 0.11 0.23
P -0.92 0.85 -0.60
C 0.44 -0.58 -0.23
O -0.03 -1.73 -0.25
C 1.72 -0.32 0.05
C 2.82 0.28 0.16
O 3.97 0.58 0.23
H -3.14 0.20 -0.40
H -2.07 -0.82 0.26
H -0.54 1.42 0.54